Here is a 2-piece molecular cluster, C4H12 overall from OMol25. Energies are from ωB97M-V with the def2-TZVPD basis set.

Results
**2S+1**: 2
**Calculated total energy**: -159.51874 a.u.
**Net charge**: -1

Cartesian coordinates (Å):
C  -1.637  -0.825  -0.794
C  -1.424  -2.263  -0.296
H  -2.266  -0.744  -1.681
H  -2.143  -0.244  -0.015
H  -0.656  -0.413  -0.976
H  -1.013  -2.203  0.717
H  -0.780  -2.813  -0.978
H  -2.357  -2.824  -0.160
C  2.060  1.711  0.030
C  0.940  1.345  1.043
H  2.108  2.804  -0.051
H  3.069  1.442  0.354
H  1.949  1.277  -0.964
H  1.365  0.539  1.646
H  0.083  1.001  0.477
H  0.702  2.209  1.647